# C3H5FS

One molecule with the formula C3H5FS (ωB97M-V with the def2-TZVPD basis set, the OMol25 dataset).

Calculated values
Net charge ... 0
F_max ... 7.7 eV/A
LUMO ... -0.1 eV
Relative energy (zero: lowest compared OMol25 entry of this formula, charge and spin) ... 274.7 kJ/mol

Each line ends with the natural charge from an NBO analysis.
Cartesian coordinates (Å):
H1 -0.71100 1.09393 0.62548  0.2859
C1 -0.47467 -1.17987 0.05554  0.0064
H2 -0.66368 -1.76104 1.10509  0.2066
C2 0.57102 -0.03551 0.07234  -0.0783
C3 0.22093 1.26107 0.00313  -0.7568
H3 1.31682 1.69644 0.13159  0.2773
S1 2.09251 -0.46363 -0.18720  -0.0054
F1 -1.60056 -0.28027 -0.32182  -0.4111
H4 -0.39246 -1.86547 -0.70111  0.2034
H5 -0.35891 1.53436 -0.78304  0.2720